# C9H10N2

A single C9H10N2 molecule in a non-equilibrium geometry (the ωB97M-V functional and the def2-TZVPD basis, the OMol25 dataset).

Calculated values
- HOMO: -8.18 eV
- Maximum force: 4.12 eV/A
- Relative energy (zero: lowest compared OMol25 entry of this formula, charge and spin): 70.59 kcal per mole
- SMILES: C[C@@]1(n2cccc2)C=CC=N1
- Kohn-Sham gap: 8.7 eV
- LUMO energy: 0.5656 eV

```
! wB97M-V def2-TZVPD RIJCOSX def2/J DEFGRID3
* xyz 0 1
N -1.65373 1.08992 0.27791
C 1.02569 -2.58972 -1.05597
H -0.56786 -3.03477 -2.56098
C -1.91329 1.27237 1.49040
H 1.60996 -3.54748 -1.15838
C 0.08920 0.72217 0.19589
C -0.51625 -1.03629 -1.55465
C 1.23357 -1.52796 -0.24249
C 0.58576 2.05585 -0.49663
H 1.28436 0.12178 1.83259
H 0.20933 2.07907 -1.54645
C 0.32204 0.58817 1.63018
H 0.16380 2.93938 0.02037
H 1.65727 2.09118 -0.48374
H -0.80739 1.03416 3.40052
N 0.30504 -0.57867 -0.51701
C -0.73589 0.87185 2.38349
H 2.03122 -1.41938 0.48413
C -0.13030 -2.35649 -1.85886
H -2.97580 1.57129 1.79081
H -1.21673 -0.34643 -2.03113
*
```

---

# C17H24BF7IN3O7S2

C17H24BF7IN3O7S2 as an isolated structure in a non-equilibrium geometry (the ωB97M-V functional and the def2-TZVPD basis, the OMol25 dataset).

Calculated values
- HOMO: -8.18 eV
- Maximum force: 1.60 eV/A
- Kohn-Sham gap: 5.8 eV
- LUMO energy: -2.4027 eV

```
! wB97M-V def2-TZVPD RIJCOSX def2/J DEFGRID3
* xyz 0 1
H -2.90598 -1.10984 6.63202
O -0.50364 -3.00766 4.21179
O -0.75311 3.11330 -6.14554
H 1.24511 -0.64072 1.46809
H -1.02065 1.63819 -0.67126
H -2.80389 -1.98282 1.88135
I -0.28879 2.13243 3.95112
B -1.15660 -1.81387 4.01584
C -1.51572 -2.54581 0.19918
H 1.63166 0.72160 6.02233
H -2.82583 -0.86570 0.54084
F 0.06636 -1.72576 -6.03626
C 0.42494 0.25339 3.13136
O -2.23669 -1.42185 4.72200
S -1.55827 0.10105 -5.04061
F -1.13081 -2.39657 -4.36786
O -3.12016 2.64119 -6.48494
O -2.14675 -3.26468 -0.53453
H 4.81509 2.27759 0.83520
S -1.75798 2.23837 -6.68121
C 4.02190 2.23001 1.58419
C 3.56766 0.06617 0.36358
H 3.63241 0.35201 -0.68499
H 4.56479 -0.19064 0.71445
H -1.31038 -1.83879 6.57950
C -0.68518 0.61926 -0.52271
N -1.14173 -0.68025 1.71437
C -2.28718 -1.82916 6.10860
C -0.48312 0.43703 0.99235
H -1.07589 -3.72168 3.90755
C 0.90585 0.39473 1.64854
H 0.17747 -0.32300 5.85096
H -0.40618 -2.58736 0.21814
H -1.01521 1.29790 1.41234
H -1.47613 -0.01476 -0.92761
C 3.01107 1.22542 1.12550
F -0.27095 1.89830 -8.83318
H 4.48806 1.85943 2.49404
C -2.17822 -1.51257 1.12616
H 0.99467 2.47715 -1.36163
F 2.70629 0.34981 3.86498
N 1.77750 1.46578 1.36550
H 0.85657 -0.53757 -1.73666
F -2.36409 1.48418 -9.13398
H 1.76091 -1.00250 6.06756
N -1.47191 0.68553 -6.50035
H 1.79728 1.53393 -2.71662
H 3.57552 3.20914 1.70287
C -0.66725 -0.76251 2.90552
O -2.87278 0.02429 -4.46453
O -0.50935 0.51033 -4.14248
C 1.22240 -0.18219 5.59008
F -2.02331 -2.15833 -6.32006
C 1.14680 1.52544 -1.85422
F -1.68438 3.52451 -8.95933
C 0.51738 0.43918 -1.41844
H 2.97269 -0.84159 0.41786
C 1.49845 -0.28069 4.10189
H 1.66957 -1.33373 3.85420
C -1.14046 -1.63569 -5.47003
H -2.75413 -2.80604 6.18758
C -1.50572 2.28767 -8.50039
*
```

---

# C55H60BrN5O2PV

C55H60BrN5O2PV as an isolated structure (the ωB97M-V functional and the def2-TZVPD basis, the OMol25 dataset).

Calculated values
- HOMO (spin up / spin down): -2.60 / -3.80 eV
- Maximum force: 0.62 eV/A
- Kohn-Sham gap (spin up / spin down): 4.8 / 5.9 eV
- LUMO energy (spin up / spin down): 2.2282 / 2.1457 eV

```
! wB97M-V def2-TZVPD RIJCOSX def2/J DEFGRID3
* xyz -1 4
C -0.39780 3.26274 4.26988
H -4.03733 -0.05308 3.55792
C -1.43151 -3.37331 2.53593
H 1.27451 -4.92226 -4.14337
C 0.48844 4.20920 0.34424
H 5.79872 0.23941 -0.72466
N -2.90502 4.21255 3.49862
C 5.22736 -2.51377 2.27013
H 0.73440 -7.58672 0.20257
Br -0.22284 5.03912 6.49793
C -1.46145 -1.97569 2.24457
C -0.16377 -3.71082 -1.54047
N 0.11008 -3.57138 -0.24759
H -2.34036 -0.10234 4.07365
H 4.90739 -2.74590 3.28914
H 2.25006 3.03693 0.71794
C 3.87637 0.50917 -4.31417
C -2.62390 -5.16017 3.87524
H -1.04380 -6.67375 -3.16823
C 0.27991 -1.35396 -2.35297
H 1.20262 -2.85943 -5.08371
H 4.50808 1.19516 -4.88407
C 1.13899 -1.93276 -5.65352
C -1.04507 4.25211 4.97906
C -4.29968 4.36484 -2.00153
C 2.01372 -2.67213 2.22301
H -1.69717 -7.35053 0.79512
H 0.89053 5.25457 -2.32841
H 2.15490 -1.56092 -5.78873
N 2.26456 -0.67327 0.97225
H -1.18471 5.50048 -2.65401
H -1.23823 -5.05192 -3.79401
C -0.27320 -5.14607 -1.89425
H 0.57759 2.88491 4.54506
H 6.60085 -0.85850 0.37578
H -4.75624 2.58786 -0.88729
C 0.27128 -0.90419 -4.92209
C 0.19138 -4.83163 0.29120
C -0.24034 -2.65170 -2.46263
C -2.27879 3.26723 2.80252
C -2.60657 -4.29714 2.61365
H -2.12865 -7.60663 -0.89184
C 3.24533 -0.08228 0.26344
H -0.76621 -1.24732 -4.91508
C -2.28963 4.70224 4.57107
H 0.82788 3.81189 -3.38368
H 3.64581 1.16273 -1.44668
C -2.64401 2.90671 -1.04261
H -1.22774 5.50448 0.30710
H -3.53457 6.05592 -3.07695
C 2.80393 -1.68936 1.73294
C 1.65305 0.29276 -3.11237
C 1.78996 0.12970 -1.69512
C 2.02937 4.60447 2.16646
H 1.51984 6.20004 3.51039
H -2.80092 5.48130 5.12457
C 4.25144 -1.57237 1.63808
H -2.66560 -4.53397 4.76861
P 0.10681 3.20043 -1.14676
H -3.52150 -1.67574 1.72865
C -3.97376 3.23001 -1.27235
C 0.00606 -5.83875 -0.76724
H -3.48219 -5.83693 3.88554
H -0.56669 6.77029 2.30868
H 4.41272 0.21755 -3.41008
C -0.18050 -1.54806 1.95062
H -0.54577 -2.92615 -3.46646
H 6.45113 0.85970 2.20563
H 0.30609 -7.82857 -1.47794
H 7.30748 1.51350 0.79968
C 5.86296 -0.05355 0.32755
C 4.52595 -0.54941 0.77731
C 6.34496 1.14050 1.15652
C 1.06272 4.17903 -2.38307
H 2.44211 -3.55332 2.68120
C 0.20991 -5.02386 1.65683
H 2.00562 1.42477 -4.88180
C -0.30410 5.25599 0.81503
H -5.33701 4.61572 -2.18500
C -0.33584 1.73438 2.30918
V 0.48108 -0.08472 0.64646
C 2.53290 1.15856 -3.96037
C 2.90439 0.56706 -0.92871
C -3.28814 5.17247 -2.50037
C -1.95811 4.85383 -2.26040
H 0.53645 -6.23094 -5.08262
C 0.06852 5.97130 1.94538
C 0.74215 -5.87128 -4.07155
H 2.12130 3.99542 -2.19329
H -2.51103 -0.25076 1.59141
H 4.40395 -4.31094 1.36279
C 5.36735 -3.81026 1.46410
O 0.74932 1.26869 2.66365
H 0.72931 -2.16346 -6.63987
H -2.78480 2.88735 1.92300
C -1.38112 -7.83548 -0.13003
H 1.41039 -6.58175 -3.58152
C -1.03176 2.75971 3.14647
C -0.00310 -7.32101 -0.55955
C -0.13083 -3.79704 2.41312
N 0.64017 -2.65011 2.18157
H -3.53226 -3.72000 2.55255
C -3.13977 -0.67655 3.60058
N 0.83643 -0.75046 -1.23207
C 1.23922 5.65172 2.61901
H 0.27453 0.03187 -5.48853
H 6.06721 -4.49958 1.94108
H -3.34856 -1.53559 4.24331
C -0.54459 -5.70445 -3.25686
C -2.69973 -1.13097 2.20607
H 3.73071 -0.39351 -4.90723
H -1.37267 -8.91601 0.03235
H 5.62020 1.95516 1.10579
H -2.38835 2.01857 -0.47850
H 0.18363 -6.01903 2.08445
C 0.70707 -0.61970 -3.51674
C 1.65167 3.88333 1.04245
H 2.72592 2.10223 -3.44274
H 6.20320 -2.02977 2.35582
H 5.72799 -3.59347 0.45713
O -0.88545 1.38749 1.20506
H 2.92814 4.32801 2.70389
H -2.59191 -4.95098 1.73178
C -1.61635 3.72235 -1.52122
H -1.71375 -5.75927 3.94007
*
```

---

# C21H13Cl3IrN2O5S5

C21H13Cl3IrN2O5S5 as an isolated structure in a non-equilibrium geometry (the ωB97M-V functional and the def2-TZVPD basis, the OMol25 dataset).

Calculated values
- HOMO (spin up / spin down): -4.27 / -4.27 eV
- Maximum force: 2.13 eV/A
- Relative energy (zero: lowest compared OMol25 entry of this formula, charge and spin): 59.45 kcal per mole
- Kohn-Sham gap (spin up / spin down): 6.0 / 6.0 eV
- LUMO energy (spin up / spin down): 1.7065 / 1.7075 eV

```
! wB97M-V def2-TZVPD RIJCOSX def2/J DEFGRID3
* xyz -1 1
S -0.72132 2.64705 -0.29167
H 4.55774 1.05280 1.42004
C 2.51624 0.42784 1.45446
Cl -1.64572 2.85615 2.52876
H 0.96682 1.32279 -2.44300
C -0.01896 -0.35924 -3.38433
C 1.38646 0.16636 2.28351
H -1.90916 -2.35126 -4.02516
O -3.68237 1.02213 1.69558
C 0.31334 0.02796 4.43814
C 0.11399 -1.66390 -3.82615
H 4.68506 1.37710 3.86485
C -2.99871 1.34731 0.77316
H -0.90913 0.21258 -3.61609
C 3.75660 1.02903 3.42891
O 4.39372 -0.68805 -0.91352
Cl 0.36868 4.24455 0.58284
C -2.71277 -0.92591 -0.33352
N 0.23643 -0.27331 1.65709
H -1.68661 -0.92889 1.90356
H -1.21392 -1.74561 -5.52427
O -6.50786 -0.93754 -0.43378
C 2.25219 -1.82824 -2.68618
C -5.33719 -0.68423 -0.47522
O 3.57968 1.54465 -1.54348
H -1.71007 -0.65928 4.34756
C 2.08959 -0.52395 -2.21997
C -2.13848 2.65776 0.83658
H 1.39152 -3.38996 -3.85144
S -4.12109 -1.76094 0.29453
C -0.80432 -0.56628 2.40774
N 2.26837 0.18121 0.13797
C 1.46845 0.32961 3.67735
Ir 0.34619 -0.20407 -0.39707
S -4.62703 0.67801 -1.33299
S -1.33378 -1.69230 -0.73523
H 2.74356 0.92225 5.31408
Cl -3.32565 3.95094 0.42139
H -0.72975 -3.32757 -4.90487
C -2.88144 0.59593 -0.57369
C -0.80419 -0.42388 3.80692
S 3.28071 0.20853 -1.10039
C 2.68125 0.77950 4.24290
C 0.97971 0.25116 -2.60842
H 3.12640 -2.38951 -2.38571
O -1.99976 1.16088 -1.35102
C 3.69449 0.85170 2.03963
C -0.99236 -2.30975 -4.61679
C 1.27773 -2.37172 -3.49692
H 0.33671 0.15959 5.51325
*
```